(1)
A 2-piece molecular cluster, C5H4O4S overall in a non-equilibrium geometry, computed with ωB97M-V with the def2-TZVPD basis set.

HOMO energy   -9.9 eV
Relative energy (zero: lowest compared OMol25 entry of this formula, charge and spin)   228.2 kJ/mol
Frontier orbital gap   9.92 eV
LUMO energy   -0.017 eV

Structure (ORCA input):
```
! RIJCOSX wB97M-V def2-TZVPD def2/J DEFGRID3
* xyz 0 1
S -3.59 0.50 0.25
O -3.33 0.91 -1.12
O -1.40 1.10 1.44
O -3.77 -0.89 0.44
O -0.63 -0.72 0.39
C -0.52 0.45 0.97
C 2.40 1.54 -1.00
C 1.79 -0.90 -0.38
C 2.10 0.46 -0.55
C 0.63 -1.34 0.11
H 0.32 -2.39 -0.06
H 2.56 -1.72 -0.37
H 0.55 0.64 1.35
H 2.90 2.36 -1.48
*
```

---

(2)
C5H4O4Tl as an isolated structure in a non-equilibrium geometry, computed with ωB97M-V with the def2-TZVPD basis set.

HOMO energy (alpha / beta)   -22.1 / -22.1 eV
Frontier orbital gap (alpha / beta)   3.67 / 3.67 eV
LUMO energy (alpha / beta)   -18.423 / -18.425 eV

Structure (ORCA input):
```
! RIJCOSX wB97M-V def2-TZVPD def2/J DEFGRID3
* xyz 3 1
Tl 0.00 -0.51 -2.77
O -3.32 -0.67 -0.76
O 1.40 0.13 -1.68
O 1.38 1.83 -0.31
O 1.10 -0.18 0.53
C -2.19 -1.13 -0.96
C 1.48 0.59 -0.54
C -0.96 -1.40 -0.94
C 1.29 0.60 1.92
C 1.34 0.80 3.10
H -3.90 -0.58 -1.55
H 1.54 0.92 4.15
H 1.34 1.99 0.83
H -0.51 -2.40 -1.02
*
```

---

(3)
C5H4O5S2 as an isolated structure in a non-equilibrium geometry, computed with ωB97M-V with the def2-TZVPD basis set.

HOMO energy   0.3 eV
Relative energy (zero: lowest compared OMol25 entry of this formula, charge and spin)   101.9 kJ/mol
Frontier orbital gap   5.17 eV
LUMO energy   5.478 eV

Structure (ORCA input):
```
! RIJCOSX wB97M-V def2-TZVPD def2/J DEFGRID3
* xyz -2 1
S 0.53 -2.43 -0.85
S 2.54 -0.94 0.39
O 3.92 0.95 -1.35
O 5.25 1.53 0.35
O 3.64 -1.92 0.34
O 1.75 -1.05 1.65
O 3.23 0.49 0.74
C -0.92 -0.38 -0.06
C 4.28 1.04 -0.15
C 1.44 -0.72 -0.97
C 0.39 0.29 -0.43
C -0.95 -1.72 -0.12
H 0.74 0.75 0.50
H 0.13 0.86 -1.41
H -1.72 0.34 0.16
H -1.93 -2.22 0.03
*
```

---

no.,E (eV)
1,-24270.9051
2,-18086.9009
3,-37155.0831